Record 1
99
Properties=species:S:1:pos:R:3:forces:R:3:lowdin_charge:R:1 method="wB97M-V/def2-TZVPD" de_lowest_kj_mol=79.1 homo_lumo_gap_ha=0.187 charge=-1 e_homo_ev=-3.3
Tl -0.082 -0.429 -0.584 0.0 0.2 0.1 0.548
Br 1.743 -6.616 -4.052 0.0 0.0 0.0 0.742
C 1.446 -5.168 -2.871 0.0 0.0 0.0 -0.671
C 0.265 -5.091 -2.160 0.0 0.0 0.0 -0.098
C 0.107 -4.000 -1.319 0.0 0.0 0.0 -0.167
N 1.024 -3.055 -1.167 0.1 -0.1 0.1 0.035
C 2.153 -3.134 -1.869 -0.1 0.0 0.0 -0.228
C 2.410 -4.188 -2.742 0.0 0.0 0.0 -0.056
C 3.116 -2.008 -1.683 0.1 0.1 0.0 -0.205
C 4.413 -2.050 -2.185 0.0 0.0 0.0 -0.059
C 5.220 -0.947 -1.974 0.0 0.0 0.0 -0.670
Br 6.994 -0.959 -2.639 0.0 0.0 0.0 0.739
C 4.748 0.153 -1.288 0.0 0.0 0.0 -0.087
C 3.442 0.098 -0.818 0.0 0.0 0.0 -0.111
N 2.655 -0.956 -1.009 0.0 0.0 0.0 0.070
H -0.513 -5.832 -2.266 0.0 0.0 0.0 0.104
H -0.807 -3.867 -0.749 0.0 0.0 0.0 0.100
H 3.313 -4.237 -3.330 0.0 0.0 0.0 0.099
H 4.799 -2.906 -2.717 0.0 0.0 0.0 0.096
H 5.360 1.028 -1.118 0.0 0.0 0.0 0.102
H 2.980 0.924 -0.274 0.0 0.0 0.0 0.065
C -4.080 -3.003 1.353 0.0 0.0 0.0 -0.306
P -3.383 -1.935 0.021 0.1 0.0 0.0 0.806
C -3.979 -2.858 -1.445 0.0 -0.1 0.0 -0.307
C -4.641 -0.576 0.037 0.0 -0.1 -0.1 -0.448
C -4.479 0.430 1.176 0.0 0.1 0.0 -0.453
P -2.779 1.162 1.269 0.0 -0.1 0.1 0.801
C -3.089 2.505 2.483 0.0 0.1 0.0 -0.302
C -2.783 2.130 -0.287 0.0 0.0 0.0 -0.291
H -5.125 -3.267 1.170 0.0 0.0 0.0 0.035
H -4.011 -2.495 2.317 0.0 0.0 0.0 0.021
H -3.490 -3.919 1.426 0.0 0.0 0.0 0.029
H -5.070 -2.944 -1.472 0.0 0.0 0.0 0.038
H -3.550 -3.863 -1.427 0.0 0.0 0.0 0.031
H -3.608 -2.376 -2.350 0.0 0.0 0.0 -0.007
H -5.644 -1.018 0.062 0.0 0.0 0.0 0.076
H -4.550 -0.067 -0.929 0.0 0.0 0.0 0.063
H -4.679 -0.054 2.138 0.0 0.0 0.0 0.064
H -5.219 1.232 1.067 0.0 0.0 0.0 0.075
H -3.948 3.128 2.220 0.0 0.0 0.0 0.035
H -2.196 3.131 2.533 0.0 0.0 0.0 0.029
H -3.250 2.077 3.474 0.0 0.0 0.0 0.029
H -3.707 2.703 -0.413 0.0 0.0 0.0 0.051
H -2.649 1.477 -1.152 0.0 0.0 0.0 0.009
H -1.937 2.820 -0.272 0.0 0.0 0.0 0.016
C 2.396 0.381 2.925 0.0 0.0 0.0 -0.184
Si 2.142 2.175 2.322 0.0 0.0 0.0 0.333
C 3.900 2.872 2.146 0.0 0.0 0.0 -0.196
C 1.420 3.027 3.866 0.0 0.0 -0.1 -0.206
C 1.154 2.280 0.828 0.0 0.0 0.0 -0.426
Si 1.251 3.423 -0.555 0.1 0.0 0.0 0.317
C 0.576 2.706 -2.181 0.0 -0.1 0.0 -0.207
C 3.030 3.934 -0.994 0.0 0.0 0.0 -0.189
C 0.335 5.087 -0.369 0.0 0.0 0.1 -0.204
H 3.107 0.322 3.755 0.0 0.0 0.0 0.024
H 2.755 -0.262 2.115 0.0 0.0 0.0 0.009
H 1.443 -0.034 3.273 0.0 0.0 0.0 0.008
H 4.474 2.640 3.048 0.0 0.0 0.0 0.018
H 3.897 3.958 2.023 0.0 0.0 0.0 0.015
H 4.433 2.448 1.290 0.0 0.0 0.0 0.007
H 2.066 2.937 4.745 0.0 0.0 0.0 0.012
H 0.451 2.581 4.115 0.0 0.0 0.0 0.009
H 1.247 4.089 3.670 0.0 0.0 0.0 0.013
H 0.136 1.916 1.020 0.0 0.0 0.0 -0.098
H 1.168 1.844 -2.510 0.0 0.0 0.0 0.017
H 0.601 3.443 -2.989 0.0 0.0 0.0 0.029
H -0.460 2.360 -2.110 0.0 0.0 0.0 -0.002
H 3.665 3.069 -1.203 0.0 0.0 0.0 0.002
H 3.508 4.512 -0.200 0.0 0.0 0.0 0.009
H 3.012 4.553 -1.896 0.0 0.0 0.0 0.022
H -0.700 4.931 -0.047 0.0 0.0 0.0 0.002
H 0.315 5.668 -1.296 0.0 0.0 0.0 0.014
H 0.818 5.692 0.405 0.0 0.0 0.0 0.014
F 1.013 -2.201 6.792 0.0 0.0 0.0 0.143
C 1.168 -3.225 5.937 0.0 0.0 0.1 -0.584
F 2.437 -3.647 6.045 0.0 0.0 0.0 0.136
F 0.383 -4.226 6.392 0.0 0.0 0.0 0.134
C 0.806 -2.843 4.531 0.0 0.0 0.0 -0.122
C 1.616 -3.190 3.466 0.0 0.0 0.0 0.013
C 1.203 -2.825 2.191 0.0 0.0 0.1 -0.132
N 0.076 -2.167 1.956 0.0 -0.1 -0.1 0.046
C -0.689 -1.827 2.989 0.0 0.0 0.0 -0.138
C -0.370 -2.145 4.299 0.0 0.0 0.0 0.008
H 2.549 -3.714 3.615 0.0 0.0 0.0 0.120
H 1.808 -3.055 1.322 0.0 0.0 0.0 0.100
H -1.577 -1.253 2.746 0.0 0.0 0.0 0.072
H -1.014 -1.841 5.113 0.0 0.0 0.0 0.123
Se -0.723 -1.463 -3.418 0.0 -0.1 -0.1 0.436
C -1.501 0.082 -4.214 -0.1 0.0 0.1 -0.713
C -2.830 0.436 -3.959 0.0 0.0 0.0 -0.167
C -3.388 1.588 -4.493 0.0 0.0 0.0 -0.115
C -2.633 2.422 -5.308 0.0 0.0 0.0 -0.122
C -1.315 2.078 -5.580 0.0 0.0 0.0 -0.113
C -0.758 0.929 -5.041 0.0 0.0 0.0 -0.162
H -3.428 -0.209 -3.324 0.0 0.0 0.0 0.069
H -4.420 1.836 -4.268 0.0 0.0 0.0 0.092
H -3.063 3.326 -5.721 0.0 0.0 0.0 0.087
H -0.705 2.720 -6.206 0.0 0.0 0.0 0.094
H 0.276 0.681 -5.245 0.0 0.0 0.0 0.089


Record 2
37
Properties=species:S:1:pos:R:3:forces:R:3:nbo_charge:R:1 method="wB97M-V/def2-TZVPD" de_lowest_kj_mol=243.9 smiles="COc1ccc(CCNC(=O)/C=C/C(=O)O)cc1OC" homo_lumo_gap_ha=0.293 e_homo_ev=-8.0
C -0.560 -3.621 -1.460 0.0 -0.1 -0.2 -0.250
H -1.490 -4.173 -1.588 0.1 0.0 0.0 0.199
O -0.789 -2.749 -0.382 0.1 0.3 0.3 -0.525
C 0.194 -1.851 -0.042 -0.1 -0.1 0.0 0.282
C 1.449 -1.841 -0.638 -0.1 -0.1 -0.1 -0.284
C 2.410 -0.907 -0.299 0.0 0.0 0.1 -0.206
C 2.145 0.047 0.668 0.1 -0.2 0.2 -0.023
C 0.907 0.022 1.289 0.0 -0.3 -0.1 -0.250
C -0.080 -0.899 0.955 0.0 0.1 0.1 0.251
O -1.238 -0.734 1.660 0.4 0.1 -0.1 -0.504
C -2.366 -1.546 1.426 -0.4 -0.2 0.0 -0.243
H -2.736 -1.442 0.404 0.0 0.0 0.1 0.186
H -3.121 -1.184 2.125 0.0 0.0 -0.1 0.187
H -2.157 -2.598 1.631 0.0 0.1 0.0 0.184
H 0.658 0.735 2.061 0.0 0.1 0.1 0.216
C 3.103 1.172 0.935 -0.2 0.1 -0.3 -0.426
H 2.980 1.543 1.955 0.1 0.0 0.0 0.204
H 4.135 0.846 0.803 0.1 0.0 0.1 0.220
C 2.812 2.312 -0.063 0.3 -0.1 0.0 -0.220
N 1.427 2.711 -0.005 0.1 0.3 0.2 -0.604
C 0.499 2.114 -0.802 0.0 0.2 -0.2 0.637
O 0.780 1.505 -1.814 0.0 -0.1 -0.1 -0.611
C -0.897 2.302 -0.330 -0.6 -0.3 -0.1 -0.197
C -1.878 1.504 -0.747 0.5 0.2 0.0 -0.271
C -3.251 1.634 -0.231 -0.3 0.5 0.4 0.751
O -3.634 2.473 0.544 0.0 0.0 0.0 -0.590
O -4.062 0.686 -0.724 -0.1 -0.5 -0.4 -0.680
H -4.958 0.794 -0.369 0.2 0.2 0.1 0.500
H -1.692 0.721 -1.467 0.1 -0.1 -0.1 0.242
H -1.102 3.074 0.400 -0.1 0.1 0.1 0.222
H 1.112 3.091 0.875 -0.1 0.0 -0.1 0.388
H 2.993 1.964 -1.082 0.1 0.1 0.1 0.233
H 3.446 3.177 0.147 0.0 -0.1 -0.1 0.200
H 3.362 -0.918 -0.807 0.1 0.0 -0.1 0.209
H 1.685 -2.567 -1.399 0.0 -0.1 -0.1 0.219
H 0.249 -4.327 -1.246 0.0 0.0 0.0 0.175
H -0.333 -3.073 -2.380 0.0 0.0 0.0 0.180


Record 3
61
Properties=species:S:1:pos:R:3:forces:R:3:nbo_charge:R:1 method="wB97M-V/def2-TZVPD" de_lowest_kj_mol=0.0 homo_lumo_gap_ha=0.276 charge=+1 e_homo_ev=-10.0
Ir 0.221 0.231 0.379 -0.4 -0.7 0.7 0.663
N -0.757 -1.636 -0.227 -0.1 0.1 0.0 -0.599
N -1.482 -1.492 -1.427 -0.1 0.0 0.1 -0.423
C -1.526 -0.324 -2.086 0.0 0.0 0.1 0.294
N -2.212 -0.312 -3.235 0.0 0.0 -0.1 -0.765
S -0.793 1.079 -1.525 0.6 -0.1 -0.5 0.149
H 0.047 -2.237 -0.443 -0.1 -0.1 -0.1 0.434
H -1.374 -2.061 0.458 -0.1 0.2 0.1 0.394
H -1.746 -2.345 -1.897 0.1 0.0 0.0 0.402
H -2.830 -1.060 -3.499 0.0 0.0 0.0 0.409
H -2.246 0.539 -3.769 0.0 0.0 0.0 0.428
Br 0.797 -2.886 6.484 0.0 0.0 0.0 0.141
C 0.696 -2.067 4.802 0.0 0.0 0.0 -0.035
C -0.528 -1.889 4.179 0.0 0.0 0.0 -0.263
C -0.556 -1.268 2.945 0.0 0.0 0.1 0.055
N 0.548 -0.845 2.313 0.0 0.4 -0.4 -0.462
C 1.719 -1.032 2.927 0.2 0.0 -0.2 0.082
C 1.845 -1.630 4.165 0.0 0.0 0.0 -0.273
H -1.450 -2.208 4.645 0.0 0.0 0.0 0.251
H -1.501 -1.051 2.469 0.0 0.0 0.0 0.243
H 2.602 -0.690 2.407 -0.1 0.0 0.0 0.213
H 2.818 -1.743 4.618 0.0 0.0 0.0 0.249
C 5.766 -0.478 -0.969 0.0 0.0 0.0 -0.424
N 4.357 -0.808 -0.901 0.0 0.0 0.0 -0.385
C 3.679 -1.770 -1.744 0.0 0.0 0.1 -0.318
C 2.261 -1.668 -1.219 0.0 0.0 0.1 0.695
O 1.330 -2.352 -1.602 0.3 -0.1 -0.2 -0.633
N 2.202 -0.702 -0.245 -0.3 0.1 -0.2 -0.679
C 3.458 -0.231 -0.102 0.2 0.0 -0.1 0.696
N 3.806 0.687 0.796 0.0 -0.1 0.1 -0.783
H 6.270 -1.235 -1.564 0.0 0.0 0.0 0.238
H 6.214 -0.486 0.026 0.0 0.0 0.0 0.216
H 5.927 0.495 -1.439 0.0 0.0 0.0 0.220
H 4.070 -2.781 -1.622 0.0 0.0 0.0 0.243
H 3.711 -1.496 -2.801 0.0 0.0 0.0 0.245
H 3.069 1.225 1.236 0.0 0.0 -0.1 0.444
H 4.719 1.107 0.757 0.0 0.0 0.0 0.421
Cl 0.361 2.005 3.351 -0.1 0.1 -0.1 0.021
C 0.980 2.790 1.931 -0.1 -0.1 0.0 0.014
C 1.084 2.090 0.712 0.1 0.0 0.3 -0.284
C 1.790 2.788 -0.288 0.1 0.1 0.2 -0.096
Cl 2.275 2.002 -1.769 -0.2 0.0 -0.1 0.005
C 2.249 4.099 -0.133 0.0 0.0 0.0 -0.095
Cl 3.117 4.890 -1.390 0.0 0.0 0.0 0.068
C 2.019 4.779 1.057 0.0 0.0 0.0 -0.085
Cl 2.537 6.403 1.247 0.0 0.0 0.0 0.082
C 1.398 4.111 2.104 0.0 0.0 0.0 -0.120
Cl 1.161 4.919 3.599 0.0 0.0 0.0 0.081
C -1.500 0.868 1.070 -0.1 0.0 0.2 -0.208
C -2.582 1.205 1.497 0.0 0.0 -0.1 -0.182
C -3.833 1.659 2.039 0.0 0.0 0.0 -0.038
C -4.831 2.163 1.202 0.0 0.0 0.0 -0.207
C -6.032 2.602 1.733 0.0 0.0 0.0 -0.204
C -6.256 2.544 3.102 0.0 0.0 0.0 -0.205
C -5.268 2.048 3.941 0.0 0.0 0.0 -0.205
C -4.064 1.607 3.415 0.0 0.0 0.0 -0.209
H -4.651 2.211 0.136 0.0 0.0 0.0 0.214
H -6.798 2.994 1.076 0.0 0.0 0.0 0.218
H -7.194 2.890 3.514 0.0 0.0 0.0 0.220
H -5.434 2.008 5.010 0.0 0.0 0.0 0.219
H -3.286 1.231 4.068 0.0 0.0 0.0 0.211


Record 4
21
Properties=species:S:1:pos:R:3:forces:R:3:lowdin_spin:R:1 method="wB97M-V/def2-TZVPD" de_lowest_kj_mol=78.8 spin_multiplicity=2 homo_lumo_gap_ha="0.408 / 0.262" e_homo_ev="-10.4 / -10.4"
C -0.452 -0.210 -2.143 1.7 2.5 -0.5 0.001
O 0.053 -1.170 -1.314 1.4 -2.1 2.0 0.004
C -0.233 1.224 -1.563 -0.7 -0.3 1.7 0.003
C 0.955 1.419 -0.607 -0.7 -3.3 2.4 0.003
C 0.578 1.172 0.945 0.2 0.7 -1.2 0.111
O 0.212 -0.092 1.342 0.8 1.3 -0.8 0.750
H 0.135 -0.188 -3.098 -0.9 -0.8 0.4 0.000
H -1.510 -0.369 -2.209 -0.6 0.1 -0.9 0.000
H 0.166 -1.006 -0.332 -0.7 0.5 -2.0 -0.001
H -1.147 1.305 -0.974 -0.1 0.7 0.3 0.000
H -0.213 2.072 -2.216 -0.3 0.0 -1.1 0.000
H 1.602 0.511 -0.639 0.4 1.0 -1.0 0.000
H 1.469 2.353 -0.698 0.4 0.3 -0.1 -0.001
H -0.208 1.814 1.319 -0.5 0.6 0.2 0.034
H 1.451 1.484 1.556 -0.1 -0.3 0.1 0.061
H 0.513 -3.178 0.963 -0.1 -0.2 -0.2 0.000
H 0.806 -1.677 1.188 0.3 -1.3 0.6 0.002
O 0.990 -2.580 1.539 0.0 0.7 -0.1 0.007
H -1.773 -1.735 2.379 -0.2 0.3 0.1 0.000
H -1.292 -0.328 2.174 -0.4 -0.2 0.3 0.000
O -2.101 -0.821 2.388 0.2 -0.3 -0.1 0.025


Record 5
18
Properties=species:S:1:pos:R:3:forces:R:3:nbo_charge:R:1 method="wB97M-V/def2-TZVPD" de_lowest_kj_mol=99.1 smiles=CC(C)CCO homo_lumo_gap_ha=0.408 e_homo_ev=-10.1
C -0.292 1.884 0.113 -0.7 -0.3 -0.7 -0.067
O -1.697 2.012 -0.248 0.0 0.1 0.4 -0.743
C -0.177 0.521 0.798 -1.4 -0.3 -1.7 -0.428
C 0.035 -0.599 -0.300 1.4 0.7 2.8 -0.206
C -0.540 -1.897 0.291 0.3 -0.6 -2.1 -0.617
C 1.568 -0.677 -0.519 -0.5 -0.2 0.3 -0.616
H 0.012 2.714 0.756 0.1 0.1 -0.2 0.172
H 0.148 1.893 -0.896 1.1 0.1 0.8 0.162
H -1.752 2.508 -1.070 0.0 0.0 0.1 0.465
H -1.202 0.389 1.158 0.1 -0.1 0.4 0.222
H 0.496 0.407 1.645 0.3 0.2 -0.2 0.207
H -0.419 -0.253 -1.222 -0.6 -0.3 0.0 0.202
H -1.624 -1.813 0.225 -0.1 -0.3 0.6 0.215
H -0.243 -2.738 -0.358 -0.3 0.1 -0.2 0.201
H -0.137 -2.255 1.240 -0.2 0.9 0.4 0.213
H 1.950 -1.574 -0.031 0.1 -0.1 -0.3 0.205
H 2.062 0.148 -0.007 0.1 0.2 -0.3 0.202
H 1.810 -0.671 -1.576 0.3 -0.1 -0.1 0.208


Record 6
79
Properties=species:S:1:pos:R:3:forces:R:3:lowdin_spin:R:1 method="wB97M-V/def2-TZVPD" de_lowest_kj_mol=65.3 spin_multiplicity=2 homo_lumo_gap_ha="0.282 / 0.228" e_homo_ev="-8.8 / -8.7"
Ta -1.191 0.665 -0.804 -0.5 0.3 0.4 0.006
S -0.939 5.636 -0.841 0.0 -0.1 0.1 0.855
Sb -1.651 3.747 0.451 0.1 0.2 -0.2 0.048
S 0.295 2.333 0.158 0.1 0.0 0.0 0.016
S -2.715 2.525 -1.315 -0.1 0.1 -0.1 0.033
N -4.265 0.043 2.381 -0.1 0.0 0.0 0.000
C -3.465 0.033 1.315 0.0 0.0 0.0 0.000
O -2.608 0.916 1.149 0.1 -0.1 0.1 0.001
C -3.600 -1.086 0.321 -0.1 0.0 0.0 0.000
C -2.977 -0.659 -1.000 -0.1 -0.1 0.0 0.002
H -4.113 0.714 3.117 0.0 0.0 0.0 0.000
H -4.929 -0.696 2.526 0.0 0.0 0.0 0.000
H -4.650 -1.382 0.243 0.0 0.0 0.0 0.000
H -3.062 -1.937 0.753 0.0 0.0 0.0 0.000
H -3.704 -0.057 -1.555 0.0 0.0 -0.1 0.001
H -2.773 -1.531 -1.624 0.1 0.0 0.0 0.000
F 3.405 0.348 3.909 -0.1 0.1 0.0 0.000
C 3.782 0.407 2.623 0.2 0.0 0.0 0.000
C 2.854 0.145 1.630 0.1 0.0 0.1 0.000
C 3.319 0.151 0.331 0.0 0.1 -0.2 0.000
F 2.504 -0.139 -0.690 0.0 0.0 0.0 0.000
C 4.634 0.454 0.019 0.0 0.0 0.0 0.000
F 5.045 0.466 -1.248 0.0 0.0 0.0 0.000
C 5.528 0.739 1.037 -0.1 0.0 0.0 0.000
F 6.791 1.026 0.752 0.0 0.0 0.0 0.000
C 5.104 0.707 2.356 -0.1 0.0 -0.1 0.000
F 5.965 0.955 3.340 0.0 0.0 0.0 0.000
Ge 1.060 -0.335 2.215 -0.4 0.0 -0.1 0.000
S -0.317 -1.092 0.686 0.2 -0.1 -0.1 0.003
C 1.385 -1.880 3.377 0.0 -0.1 0.0 0.000
C 1.944 -3.007 2.799 0.0 -0.1 0.0 0.000
F 2.242 -3.007 1.491 0.0 0.0 0.0 0.000
C 2.228 -4.155 3.517 0.0 0.0 0.0 0.000
F 2.769 -5.220 2.927 0.0 0.0 0.0 0.000
C 1.942 -4.186 4.872 0.0 0.0 0.0 0.000
F 2.207 -5.275 5.584 0.0 0.0 0.0 0.000
C 1.385 -3.077 5.485 0.0 0.0 -0.1 0.000
F 1.119 -3.108 6.790 0.0 0.0 0.0 0.000
C 1.120 -1.945 4.732 0.0 -0.1 0.1 0.000
F 0.601 -0.894 5.379 0.0 0.0 0.0 0.000
C 0.189 1.110 3.204 0.0 0.1 0.2 0.000
C 0.680 2.403 3.298 0.0 0.0 0.0 0.000
F 1.873 2.723 2.792 0.1 -0.1 0.1 0.000
C -0.043 3.433 3.872 0.0 0.0 0.1 0.000
F 0.452 4.667 3.927 0.0 0.0 0.0 0.000
C -1.304 3.177 4.379 0.0 0.0 0.0 0.000
F -2.018 4.159 4.919 0.0 0.0 0.0 0.000
C -1.819 1.896 4.314 0.1 0.0 0.0 0.000
F -3.047 1.650 4.792 -0.1 0.0 0.0 0.000
C -1.067 0.887 3.741 0.0 0.2 0.1 0.000
F -1.606 -0.339 3.724 0.1 0.0 -0.1 0.000
C 0.048 1.025 -5.652 0.0 0.0 0.0 0.001
Si -0.857 1.492 -4.077 0.1 0.0 0.0 0.002
C -2.683 1.529 -4.508 0.0 0.0 0.0 0.001
C -0.195 3.188 -3.630 0.0 0.0 0.0 0.015
C -0.441 0.247 -2.678 0.0 -0.3 -0.4 0.001
Si -0.286 -1.547 -3.323 0.1 0.1 0.0 0.000
C -1.706 -1.955 -4.481 0.0 0.0 0.0 0.000
C -0.246 -2.915 -2.051 0.0 0.0 0.0 0.000
C 1.367 -1.706 -4.189 0.0 0.0 0.0 0.000
H -0.176 1.791 -6.399 0.0 0.0 0.0 0.000
H -0.258 0.065 -6.065 0.0 0.0 0.0 0.000
H 1.129 1.013 -5.509 0.0 0.0 0.0 0.000
H -2.962 2.551 -4.770 0.0 0.0 0.0 0.000
H -3.337 1.214 -3.696 0.0 0.0 0.0 0.001
H -2.892 0.902 -5.375 0.0 0.0 0.0 0.000
H 0.176 3.674 -4.534 0.0 0.0 0.0 0.000
H 0.633 3.126 -2.920 0.0 0.0 0.0 0.001
H -0.962 3.825 -3.188 0.0 0.0 0.0 0.014
H 0.604 0.530 -2.427 0.1 0.0 0.1 0.000
H -2.508 -2.461 -3.942 0.0 0.0 0.0 0.000
H -1.347 -2.643 -5.250 0.0 0.0 0.0 0.000
H -2.137 -1.093 -4.984 0.0 0.0 0.0 0.000
H -1.139 -2.990 -1.432 0.0 0.0 0.0 0.000
H 0.614 -2.842 -1.390 0.1 0.0 0.0 0.000
H -0.158 -3.844 -2.622 0.0 0.0 0.0 0.000
H 1.432 -1.179 -5.137 0.0 0.0 0.0 0.000
H 1.560 -2.765 -4.378 0.0 0.0 0.0 0.000
H 2.167 -1.340 -3.542 0.0 0.0 0.0 0.000